11
Properties=species:S:1:pos:R:3:forces:R:3:mulliken_charge:R:1 method="wB97M-V/def2-TZVPD" homo_lumo_gap_ev=9.103 de_lowest_ev=1.0436 largest_force_ha_per_bohr=0.087 smiles="C=P(N)(C#N)C#N" energy_ha=-622.2391 lumo_energy_ha=-0.0019 homo_energy_ev=-9.2
C -0.8972 -2.3411 0.0775 -0.4 1.1 -0.7 0.05
C -2.1359 -0.3947 -1.2527 -2.1 1.0 -1.4 0.27
C 0.5409 0.1620 -1.2572 -0.9 -1.6 0.6 -0.96
N -0.5006 -3.3184 0.4757 0.7 -3.1 1.1 -0.32
N -3.1115 0.0177 -1.7163 0.8 -0.6 0.3 -0.36
N -0.9943 -0.0435 1.1259 0.0 -1.6 0.3 -0.61
P -0.6872 -0.6682 -0.3676 2.5 3.4 -1.6 0.80
H 1.5915 0.0667 -0.9703 -0.3 0.0 0.5 0.30
H 0.4575 -0.1111 -2.3052 -0.3 0.3 -0.3 0.27
H -0.9151 -0.8988 1.6606 -0.4 0.4 1.2 0.26
H -0.4061 0.6564 1.5179 0.5 0.8 -0.1 0.29


23
Properties=species:S:1:pos:R:3:forces:R:3:mulliken_charge:R:1 method="wB97M-V/def2-TZVPD" homo_lumo_gap_ev="8.950 / 8.945" de_lowest_ev=6.8958 largest_force_ha_per_bohr=0.081 energy_ha=-512.8419 lumo_energy_ha="0.0079 / 0.0078" homo_energy_ev="-8.7 / -8.7"
C 2.7067 0.6630 -0.4477 -0.2 0.1 0.2 -1.37
C -1.4234 0.7112 1.3829 0.2 0.1 -0.2 -1.37
C -1.9738 0.2350 -1.0227 0.2 0.3 0.2 -1.78
C 1.4733 0.6171 0.4472 0.6 -0.2 0.2 -0.33
C -0.9134 0.7774 -0.0612 -0.7 -0.1 0.3 0.59
N 0.3568 0.1188 -0.2972 -0.7 -2.4 0.0 -0.21
N -0.0981 -2.2937 -0.7226 -0.3 -0.5 -0.5 0.25
N 0.1040 -1.5902 0.3121 1.1 4.0 -0.5 0.65
O -0.2715 -3.5267 -0.7563 0.1 -0.1 0.2 -0.68
O 0.4544 -1.8535 1.4453 -0.3 -0.9 -0.2 -0.63
H 2.5509 1.3761 -1.2548 0.0 0.0 -0.1 0.31
H 3.5760 0.9685 0.1268 0.2 0.0 0.0 0.42
H 2.8989 -0.3129 -0.8836 0.0 -0.1 0.0 0.31
H -1.7114 -0.3022 1.6420 0.0 -0.2 0.0 0.33
H -0.6645 1.0375 2.0878 0.1 0.0 0.1 0.36
H -2.2923 1.3505 1.4932 -0.2 0.1 0.0 0.46
H -2.3035 -0.7517 -0.7134 -0.1 -0.2 0.0 0.38
H -1.5828 0.1861 -2.0346 0.0 0.0 -0.2 0.37
H -2.8414 0.8892 -1.0204 -0.1 0.0 0.0 0.46
H 1.6521 -0.0389 1.3137 -0.1 0.1 0.0 0.37
H 1.2647 1.6149 0.8446 -0.2 -0.1 0.0 0.36
H -0.7281 1.8306 -0.3168 0.1 -0.1 0.0 0.48
H -0.2335 -1.7060 -1.5646 0.1 -0.1 0.5 0.27


33
Properties=species:S:1:pos:R:3:forces:R:3:mulliken_charge:R:1 method="wB97M-V/def2-TZVPD" homo_lumo_gap_ev="6.296 / 6.395" total_charge=+1 largest_force_ha_per_bohr=0.022 energy_ha=-2207.2982 lumo_energy_ha="-0.2232 / -0.2196" homo_energy_ev="-12.4 / -12.4"
Os -0.2908 -0.3239 -0.1932 0.3 0.0 -0.3 0.87
S -2.1296 -0.7235 0.8537 0.2 0.1 0.0 -0.18
C -2.4289 -2.4359 0.6350 -0.4 -0.4 0.1 0.56
C -3.5690 -3.0389 1.1572 0.1 0.2 0.0 -0.53
C -3.7702 -4.3932 0.9470 0.1 -0.3 -0.1 -0.55
C -2.8463 -5.1500 0.2237 -0.3 0.0 0.2 -0.55
C -1.7081 -4.5610 -0.2864 0.2 0.4 0.0 -0.58
C -1.5039 -3.1929 -0.0796 -0.4 -0.8 0.3 0.59
S -0.1182 -2.4355 -0.7533 0.4 1.0 -0.3 -0.19
H -4.2911 -2.4523 1.7123 0.0 0.0 0.0 0.43
H -4.6541 -4.8727 1.3478 0.0 0.0 0.0 0.39
H -3.0200 -6.2055 0.0620 0.0 0.0 0.0 0.39
H -0.9822 -5.1394 -0.8464 0.0 0.0 0.0 0.44
F 1.3284 0.0078 -1.2396 -0.3 0.0 0.0 -0.59
B 3.3314 0.9620 -1.3109 0.0 -0.1 -0.1 0.67
F 3.9168 -0.1493 -1.7289 -0.1 0.3 0.1 -0.22
F 2.9561 1.8915 -2.1748 0.1 -0.1 0.2 -0.22
F 3.3198 1.2371 -0.0030 0.0 0.0 -0.2 -0.19
C 1.8051 0.9377 2.9828 -0.4 0.2 0.1 -0.90
N 0.4502 1.4766 3.1574 0.3 -0.2 0.2 0.13
C -0.1985 1.5185 4.4860 0.0 0.0 -0.3 -0.54
C -1.5949 2.1011 4.1834 0.1 0.0 -0.2 -0.50
N -1.5640 2.1924 2.7142 -0.2 0.0 0.2 -0.05
C -0.3948 1.8261 2.2132 -0.1 0.2 -0.2 0.08
S 0.0079 1.9007 0.5180 0.3 -0.3 0.2 -0.29
H 2.3887 1.2202 3.8556 0.0 0.0 0.0 0.33
H 2.2602 1.3512 2.0902 0.0 0.1 -0.1 0.37
H 1.7770 -0.1485 2.8988 0.0 0.0 0.0 0.30
H 0.3844 2.1422 5.1585 0.0 0.0 0.0 0.35
H -0.2469 0.5133 4.9003 0.0 -0.1 0.0 0.32
H -1.7393 3.0824 4.6248 0.0 0.1 0.0 0.33
H -2.3963 1.4474 4.5113 -0.1 -0.1 0.0 0.28
H -2.3099 2.5324 2.1313 0.0 0.0 0.1 0.23


77
Properties=species:S:1:pos:R:3:forces:R:3:mulliken_charge:R:1 method="wB97M-V/def2-TZVPD" homo_lumo_gap_ev="7.155 / 7.628" s2=6.0151 total_charge=-1 largest_force_ha_per_bohr=0.021 energy_ha=-3564.2985 lumo_energy_ha="0.0950 / 0.0937" homo_energy_ev="-4.6 / -5.1" spin_multiplicity=5
Cr 0.1771 -0.8402 0.4913 -0.5 0.4 0.4 0.01
O 4.6034 0.2055 0.1948 -0.3 -0.2 -0.3 -0.75
C 4.7146 0.6664 1.4519 0.2 0.1 0.3 0.27
C 5.9406 1.2337 1.8046 -0.1 0.0 0.0 -0.72
C 6.1438 1.7094 3.0832 0.1 0.0 0.1 -0.27
C 5.1329 1.6271 4.0375 -0.1 -0.1 -0.1 -0.80
C 3.9199 1.0582 3.6872 0.0 0.1 0.1 -0.58
C 3.6844 0.5747 2.4005 -0.2 -0.2 -0.1 0.29
C 2.3628 -0.0515 2.0599 0.6 0.4 -0.5 0.87
O 2.0876 -0.1947 0.7802 0.1 0.1 0.3 0.00
N 1.5965 -0.4021 3.0362 -0.8 -0.5 -0.1 -1.05
N 0.4066 -0.9670 2.5064 1.0 0.4 0.0 0.69
C -0.4231 -1.4150 3.3512 -0.6 -0.3 0.4 -0.90
C -1.6930 -2.0488 3.0167 0.3 0.1 0.2 0.42
C -2.4933 -2.4648 4.0879 0.0 0.0 0.1 -0.59
C -3.7080 -3.0884 3.9020 0.0 0.0 -0.1 -0.89
C -4.1409 -3.3045 2.5870 -0.1 0.0 0.1 -0.57
C -3.3782 -2.9119 1.5133 0.1 0.0 0.0 -0.30
C -2.1245 -2.2719 1.6821 -0.1 0.0 -0.1 0.57
O -1.4546 -1.9332 0.6253 0.1 -0.2 0.0 0.49
H 3.6615 -0.0701 0.0922 0.0 0.1 0.0 0.18
H 6.7150 1.2877 1.0495 0.0 0.0 0.0 0.44
H 7.0999 2.1517 3.3403 0.0 0.0 0.0 0.37
H 5.2910 2.0049 5.0391 0.0 0.0 0.0 0.38
H 3.1134 0.9792 4.4071 0.1 0.0 -0.1 0.42
H -0.1608 -1.3110 4.4050 -0.1 -0.1 0.0 0.27
H -2.1325 -2.2772 5.0954 0.0 0.0 0.0 0.34
H -4.3102 -3.3954 4.7467 0.0 0.0 0.0 0.37
H -5.0994 -3.7819 2.4091 0.0 0.0 0.0 0.39
H -3.7232 -3.0616 0.4964 0.0 0.0 0.0 0.28
C -4.2846 0.4445 -0.3824 -0.1 -0.1 0.1 -1.45
C -3.4581 0.5271 -1.6615 0.2 0.0 0.3 1.76
C -3.5736 -0.7688 -2.4408 -0.1 -0.2 -0.1 -1.34
C -3.8661 1.7161 -2.5155 -0.2 0.1 -0.2 -1.92
O -2.0581 0.6311 -1.3421 0.0 -0.1 -0.3 0.82
P -1.4941 1.6927 -0.2607 -0.2 0.0 0.4 -0.22
O -2.2882 2.9475 -0.2751 0.0 0.0 0.3 -0.87
O -1.2754 0.9415 1.0329 0.5 0.0 -0.5 -0.66
O -0.0515 1.8842 -0.9616 0.2 -0.1 -0.1 0.58
C 0.6928 3.1170 -0.9435 -0.2 -0.2 0.0 1.76
C 0.8364 3.6327 0.4814 0.0 0.0 0.1 -1.41
C 2.0482 2.7489 -1.5177 0.2 0.1 -0.1 -1.28
C -0.0126 4.1264 -1.8362 0.0 0.3 -0.1 -1.87
H -5.3024 0.1245 -0.6242 0.0 0.0 0.0 0.45
H -4.3233 1.4102 0.1263 0.0 -0.1 -0.1 0.37
H -3.8359 -0.2846 0.2971 0.0 0.0 -0.1 0.15
H -4.6058 -0.9026 -2.7774 0.0 0.0 0.0 0.48
H -3.2854 -1.6162 -1.8127 0.0 0.1 0.0 -0.03
H -2.9147 -0.7532 -3.3117 0.0 0.0 0.0 0.26
H -4.9273 1.6296 -2.7704 0.0 0.0 0.0 0.44
H -3.2825 1.7273 -3.4413 0.0 0.0 0.0 0.35
H -3.6960 2.6508 -1.9761 0.0 -0.2 -0.1 0.27
H 1.2059 2.8357 1.1318 0.0 0.0 0.0 0.08
H -0.1210 3.9812 0.8746 0.0 0.0 -0.1 0.37
H 1.5528 4.4589 0.4973 0.0 0.0 0.0 0.46
H 2.6069 2.1180 -0.8265 0.0 -0.1 0.0 0.01
H 2.6314 3.6548 -1.7091 0.0 -0.1 0.0 0.43
H 1.9206 2.2063 -2.4585 0.0 0.1 0.1 0.28
H -1.0321 4.3011 -1.4870 0.2 0.0 0.0 0.30
H -0.0459 3.7532 -2.8646 0.0 0.0 0.1 0.33
H 0.5433 5.0694 -1.8258 0.0 0.0 0.0 0.46
C 0.7855 -1.0566 -4.3785 -0.1 0.1 0.0 -0.92
O 0.6369 -0.6029 -3.0320 0.1 0.2 -0.1 0.03
P 0.4685 -1.6152 -1.8201 -0.1 -0.3 0.0 0.79
O 1.7056 -2.6567 -1.9925 0.2 -0.2 -0.1 -0.45
C 2.9945 -2.4366 -1.4199 0.0 0.1 -0.1 -0.67
O -0.6626 -2.5806 -2.4281 -0.1 0.0 -0.1 -0.41
C -1.0551 -3.7983 -1.7870 0.0 0.1 0.0 -0.60
H 1.2069 -0.2267 -4.9391 0.0 0.0 0.0 0.22
H -0.1883 -1.3205 -4.7883 0.0 0.0 0.0 0.25
H 1.4485 -1.9187 -4.4344 0.0 0.0 0.0 0.35
H 3.4573 -1.5309 -1.8164 0.0 0.0 0.0 0.27
H 3.6129 -3.2871 -1.6965 0.0 0.0 0.0 0.35
H 2.9459 -2.3640 -0.3368 -0.1 0.0 0.1 0.18
H -1.6549 -4.3460 -2.5095 0.0 0.0 0.0 0.28
H -1.6359 -3.5799 -0.8930 0.0 0.0 0.0 0.04
H -0.1784 -4.3917 -1.5269 0.0 0.0 0.0 0.29


59
Properties=species:S:1:pos:R:3:forces:R:3:mulliken_charge:R:1 method="wB97M-V/def2-TZVPD" homo_lumo_gap_ev=6.404 total_charge=+1 largest_force_ha_per_bohr=0.043 energy_ha=-1915.0736 lumo_energy_ha=-0.1941 homo_energy_ev=-11.7
O 0.8662 -1.2751 0.4112 -0.3 -0.6 -0.7 -0.31
C -0.0879 -1.5761 -0.1594 -0.2 0.2 0.4 0.66
N -1.1892 -1.8162 -0.6961 -0.3 0.4 1.2 -0.47
C -2.1094 -0.8162 -0.2342 1.5 1.1 -1.1 0.15
C -1.7619 0.5428 -0.4678 -1.4 0.3 0.7 -0.15
C -2.6262 1.5675 0.0030 0.5 -1.2 0.1 0.51
C -2.2147 3.0266 -0.2975 0.1 -0.1 0.5 0.20
O -2.9257 3.7655 -0.8872 0.0 -0.2 -0.2 -0.39
O -0.9462 3.3727 0.1325 -1.4 -0.7 0.3 -0.37
C -3.8069 1.1836 0.7127 0.9 -0.2 -0.7 -0.75
C -4.0641 -0.1793 0.8666 -0.9 0.9 0.5 -0.20
N -3.2350 -1.1488 0.4117 0.3 0.3 -0.4 0.24
H -0.8357 0.8041 -1.0035 -0.6 -0.3 0.3 0.49
H -0.9292 3.1001 1.0681 0.6 0.0 -0.2 0.33
H -4.4893 1.9437 1.1222 0.3 -0.6 -0.3 0.46
H -4.9768 -0.4954 1.3877 0.6 -0.1 -0.3 0.43
H -3.4499 -2.1489 0.5534 -0.2 0.4 0.1 0.24
C 0.6994 7.1619 -1.5402 0.0 0.0 0.0 -0.55
C 1.4529 8.3219 -1.4170 -0.1 -0.2 0.0 -0.39
C 2.2154 8.5371 -0.2781 0.1 0.2 -0.1 -0.47
C 2.2173 7.5822 0.7253 -0.2 -0.1 -0.4 0.00
C 1.4641 6.4252 0.6164 -0.1 -0.3 0.1 -0.43
C 0.7017 6.2161 -0.5222 0.1 0.2 -0.1 0.06
N 3.0417 7.7933 1.9220 0.2 0.1 0.2 1.01
O 3.6753 8.8252 1.9959 -0.1 -0.1 -0.1 -0.59
O 3.0433 6.9184 2.7674 -0.1 0.0 -0.1 -0.61
H 0.1089 6.9936 -2.4329 0.0 0.0 0.0 0.39
H 1.4483 9.0579 -2.2106 0.0 0.0 0.1 0.39
H 2.7997 9.4427 -0.1891 0.0 -0.1 0.2 0.45
H 1.4641 5.6837 1.4037 0.2 0.2 0.1 0.42
H 0.1128 5.3160 -0.6189 0.0 0.1 0.0 0.35
C 4.5095 -3.1761 -0.2323 0.0 0.0 0.0 -0.43
C 5.8915 -3.2784 -0.3180 -0.1 0.0 0.1 -0.40
C 6.6871 -2.8207 0.7221 0.2 -0.1 -0.1 -0.43
C 6.0864 -2.2679 1.8413 -0.3 -0.2 -0.4 0.09
C 4.7096 -2.1540 1.9348 -0.3 0.1 0.2 -0.47
C 3.9194 -2.6106 0.8911 0.2 -0.1 -0.1 -0.11
N 6.9239 -1.8046 2.9555 0.2 0.1 0.3 1.00
O 8.1272 -1.9015 2.8337 -0.1 0.0 -0.1 -0.59
O 6.3609 -1.3550 3.9343 -0.1 0.0 -0.1 -0.60
H 3.8901 -3.5395 -1.0440 0.0 0.0 0.0 0.35
H 6.3492 -3.7180 -1.1947 0.0 0.0 0.1 0.38
H 7.7628 -2.9036 0.6487 0.0 0.1 0.2 0.45
H 4.2434 -1.7179 2.8078 0.2 0.0 0.0 0.44
H 2.8418 -2.5295 0.9544 0.1 0.0 0.1 0.32
C -3.8410 -6.2291 -3.0538 0.0 0.0 0.0 -0.40
C -4.9427 -6.8615 -2.4945 0.1 0.1 0.0 -0.53
C -5.4732 -6.4041 -1.2979 -0.2 -0.2 0.0 -0.34
C -4.8945 -5.3103 -0.6740 0.2 -0.1 -0.3 0.17
C -3.7884 -4.6763 -1.2216 0.0 0.1 0.0 0.16
C -3.2615 -5.1398 -2.4156 -0.1 0.0 0.0 -0.58
N -5.4768 -4.8157 0.5809 -0.1 -0.1 0.0 0.98
O -6.4234 -5.4093 1.0299 0.1 0.1 0.1 -0.55
O -4.9782 -3.8242 1.1096 0.2 0.3 -0.2 -0.71
H -3.4323 -6.5854 -3.9913 0.0 0.0 0.0 0.40
H -5.3907 -7.7108 -2.9934 0.0 0.0 0.1 0.39
H -6.3317 -6.9030 -0.8693 0.0 0.1 0.1 0.46
H -3.3308 -3.8278 -0.7359 0.0 -0.1 0.1 0.06
H -2.4003 -4.6508 -2.8527 0.0 0.0 0.0 0.39